44
Properties=species:S:1:pos:R:3:forces:R:3 method="wB97M-V/def2-TZVPD" mol_weight_g_mol=981.5 relative_energy_kcal_mol=89.1 total_charge=-2 lumo_ev="4.03 / 2.41" spin_multiplicity=6 orbital_gap_ev="6.035 / 4.880" s2=8.85 e_tot_ev=-231310.459
Ir -0.207 0.662 0.388 -0.040 -0.085 0.188
Se -1.492 4.360 -0.140 0.038 0.044 -0.003
Se -2.496 0.716 1.868 0.025 -0.071 0.079
C -1.268 1.799 2.795 -0.045 -0.027 -0.096
C -1.436 2.394 4.045 -0.073 0.005 0.036
C -0.365 3.039 4.624 0.035 0.008 0.029
C 0.860 3.091 3.965 0.012 -0.011 -0.058
C 0.953 2.500 2.723 -0.016 0.061 0.030
N -0.091 1.898 2.157 -0.069 -0.051 -0.004
C -1.709 3.027 -1.355 0.134 0.055 -0.042
C -2.208 3.255 -2.629 -0.045 0.161 0.046
C -2.453 2.204 -3.547 -0.018 -0.165 0.000
C -2.229 0.912 -3.208 -0.102 -0.016 -0.205
C -1.610 0.562 -1.937 0.242 0.135 -0.104
N -1.318 1.732 -1.037 -0.314 -0.007 0.275
H -2.388 2.302 4.551 0.008 0.010 -0.006
H -0.470 3.480 5.608 0.002 0.015 0.011
H 1.732 3.540 4.415 0.020 0.016 0.018
H 1.875 2.475 2.158 0.020 0.004 0.017
H -2.454 4.274 -2.891 0.003 0.004 0.005
H -2.874 2.449 -4.514 -0.015 -0.031 -0.018
H -2.506 0.101 -3.867 0.036 -0.008 -0.019
H -1.970 -0.327 -1.425 -0.058 0.073 -0.033
S 3.749 -0.002 4.783 0.131 0.143 -0.027
Sb 2.386 -1.807 4.599 -0.155 -0.051 0.262
S 1.054 -0.953 1.402 0.093 0.032 -0.034
S 0.394 -1.011 3.339 0.016 0.111 -0.186
S 3.073 -3.770 3.718 0.100 -0.135 -0.119
S 1.083 1.547 -2.566 0.165 0.083 -0.010
C -0.193 0.979 -1.671 0.055 -0.327 0.064
C 0.598 -4.119 -0.787 0.025 -0.011 -0.018
C 0.970 -2.857 -1.598 -0.166 -0.108 0.158
O 0.774 -1.728 -0.915 -0.038 0.199 -0.197
C 0.094 -2.852 -2.891 0.041 -0.065 -0.024
F 0.549 -2.045 -3.859 0.078 0.146 -0.052
F -0.055 -4.076 -3.468 0.043 -0.141 -0.049
F -1.160 -2.442 -2.615 -0.144 0.019 0.112
C 2.458 -2.982 -2.026 -0.002 -0.030 -0.027
F 2.950 -1.873 -2.577 -0.025 0.103 -0.082
F 3.236 -3.267 -0.971 0.026 -0.030 0.155
F 2.671 -3.986 -2.928 -0.020 -0.080 -0.071
H -0.471 -4.076 -0.577 -0.018 0.010 0.011
H 1.136 -4.068 0.157 -0.005 0.017 0.016
H 0.830 -5.057 -1.293 0.019 -0.002 -0.030